# 1
Computed, not measured: a 8-piece molecular cluster, C48H114N7O18 overall at a distorted geometry, with ωB97M-V/def2-TZVPD.

XYZ file:
```
187
Properties=species:S:1:pos:R:3:forces:R:3
H -1.4053 4.9630 0.4475 0.05 -0.49 0.01
O 0.6085 -0.5757 1.8881 0.30 0.60 0.27
H 3.0239 -0.0674 -0.1664 -0.55 -0.18 0.41
H 5.3928 0.7867 2.4146 0.14 -0.55 0.04
H 1.7239 -1.1392 9.6707 0.25 0.00 -0.15
H -5.6876 -6.3623 5.4466 -0.52 -0.39 -0.44
H 3.1192 3.3160 5.4678 0.54 -0.47 -0.11
H 1.0265 -1.7708 5.3496 -0.88 0.74 -0.18
C 4.5043 4.9341 0.1865 -0.54 1.16 0.58
C 1.3722 0.9484 -4.7690 -1.64 -0.99 2.66
H -2.8611 -1.1581 1.1017 0.32 -0.38 -0.03
H -1.6494 6.3157 -4.9940 0.25 -0.18 0.22
H -4.7566 3.5118 -2.9747 0.05 0.50 0.36
H 3.9901 6.1587 -7.3308 0.57 -0.24 0.43
N 2.2487 5.6063 -3.4459 -2.86 -1.50 2.44
H -5.0170 -1.8207 2.1252 0.01 0.08 0.12
O -5.6091 -5.7332 3.3666 -0.47 -1.48 0.83
C -2.7379 6.3032 -4.9377 -0.59 0.88 0.26
H -7.4531 -6.4569 2.8063 -0.11 -0.03 -0.04
O 1.9458 -0.3373 -4.5285 0.02 0.05 -0.52
H 1.0248 0.1505 3.9022 -0.43 0.03 -1.42
H 5.7754 -2.6638 -0.6184 0.69 -0.43 -0.27
C -2.6406 3.9622 2.1640 -1.72 -0.89 0.39
H 9.2090 -4.3516 1.6821 -0.81 -0.32 -0.62
H -3.6422 3.8895 -5.0376 0.00 -0.23 -0.27
H 9.2281 -2.7291 2.1943 -0.43 0.39 -0.41
H 5.0477 -4.3127 -0.7319 -0.04 0.10 0.17
H -2.7100 -2.8887 0.4250 0.59 0.48 0.27
C -6.8087 -3.3059 1.3991 -0.11 0.34 0.58
C 1.8642 3.2767 7.7210 0.57 0.48 -1.41
N -3.7544 -1.5906 -0.7865 0.66 -0.95 2.25
H -6.4907 -7.6584 3.6467 0.32 0.17 0.30
H -6.7900 -3.6060 2.4468 0.01 -0.41 0.02
O -1.5426 -5.0333 2.0571 -0.86 0.97 0.05
H -2.9715 -6.2178 4.5576 -0.12 -0.33 0.34
O 3.9459 5.7757 -0.8866 2.21 -1.13 0.22
C -0.3126 1.9038 -1.4844 -0.16 -4.21 5.03
O 0.5708 2.4172 1.9185 0.72 -2.29 0.30
C 3.3736 -2.0835 0.4939 0.24 -1.36 1.29
H -6.6364 -4.8820 4.9388 0.07 -0.08 0.53
H 2.7613 1.3304 3.5844 0.01 0.97 0.06
C -0.6639 -2.8180 -8.2388 0.60 -0.12 0.74
C 0.1302 2.4413 -0.2456 -0.32 -0.90 -3.15
H 0.3903 -2.7722 -8.5122 0.22 -0.11 0.18
H -7.1812 -2.2817 1.4207 -0.12 0.17 -0.32
N -3.2128 -5.2841 4.2573 -1.40 2.78 -0.23
C 1.5227 -0.2772 9.0346 -0.11 -0.20 -0.83
C -1.9256 -4.4032 4.2965 -0.17 -1.66 0.66
H 5.5612 5.0996 0.3952 0.07 0.37 -0.97
O 2.3192 5.4440 -6.4765 0.80 1.08 1.53
C 1.2954 5.9641 -5.6558 -1.63 -1.58 -0.36
C 2.6087 1.3412 4.6636 0.97 -1.43 -0.76
C 2.2667 2.6572 5.3025 -0.76 0.88 1.33
H -3.4645 3.5726 2.7619 0.23 0.20 0.42
H -4.6367 -3.6416 4.7779 0.51 -0.13 -1.00
C -0.3901 -0.4746 -0.2241 -0.14 2.90 -2.01
H 7.5578 -4.5169 0.0129 -0.14 0.08 -0.44
O -3.2637 5.5312 -3.8878 0.35 -1.45 0.07
C 2.5893 5.9810 -0.8205 -0.60 -0.25 -0.08
H 3.1063 -0.3790 6.9213 0.37 -0.08 0.62
H 0.7932 5.6202 -1.8483 -0.05 -0.43 -0.25
H 3.3847 0.5815 -3.4638 0.42 -0.03 0.47
C -3.0803 4.1358 -4.1366 -0.39 0.37 -0.14
H -0.1070 1.7654 -6.0409 -0.60 -0.25 0.05
C 3.8499 -0.7595 -0.0023 0.39 0.84 -2.40
O 4.9272 -0.0782 0.5982 -0.36 -0.93 0.97
H -1.9055 -5.4628 -2.5634 0.64 -0.42 -0.26
H -3.7475 5.7115 -1.3283 0.18 0.00 -0.18
H 1.5105 4.2653 7.4283 0.01 0.14 0.20
O -0.6292 2.5542 -2.4628 -1.19 2.38 -4.08
H -2.8790 -1.3230 -1.2134 1.53 0.25 -0.97
H -3.1126 5.9933 -5.9133 -0.21 0.05 -0.06
H -3.6050 2.2542 -3.1134 0.70 0.09 0.04
H -2.1865 3.1901 -1.5765 1.56 -0.02 -0.68
H 8.4961 -3.8617 3.2127 -0.49 -0.36 -0.06
H -3.6381 -4.6419 -1.2926 0.15 -0.09 0.11
H -0.6626 -3.3419 -5.6005 -0.01 -0.33 -0.25
C 0.2312 0.1457 0.8560 0.90 0.11 1.63
H 0.0819 5.3460 -3.8826 0.44 -0.15 0.37
H 3.9581 1.3852 1.7082 -0.57 -0.14 -0.15
H -3.0960 7.2950 -4.6618 0.24 0.19 -0.64
H -2.1084 -1.7159 -4.4761 -0.09 -0.04 -0.64
H 0.3866 5.8837 -6.2522 -0.26 -0.25 0.03
H -0.5168 -1.5467 -0.2561 -0.23 -0.16 0.00
C -6.4369 -6.8256 2.9456 -0.71 -0.05 -0.58
H 0.5704 0.1906 -6.5065 -0.85 -0.20 -0.27
H -0.3593 -4.4540 -2.5745 -0.18 -0.10 0.32
C 5.5400 -3.5855 -0.0862 0.44 0.16 1.97
H -4.1233 -4.6615 6.0032 -0.48 -0.18 0.35
O 7.2695 -3.2575 1.5981 1.44 0.75 0.37
H 3.5421 0.9770 5.0929 -0.25 -0.51 0.27
C 0.4061 1.6649 0.8561 -0.66 0.83 2.68
H 2.5878 -2.1019 7.1528 0.53 -0.11 -0.36
H 2.3304 7.0392 -0.7865 0.28 0.29 -0.18
C 2.2887 -1.0968 6.8554 0.45 0.87 -0.24
H 1.3745 7.0431 -5.5236 0.34 0.13 0.55
H -2.0247 -3.3257 4.1642 -0.89 -0.25 -0.21
C -0.6176 -5.1542 1.0259 -0.17 -0.49 -1.28
H -3.5685 3.2529 -0.9382 -0.71 0.33 0.63
C 1.0561 5.1170 -4.3146 2.37 1.86 -2.64
H 2.3898 -0.5379 -2.4828 -0.20 0.02 0.01
C -4.4216 -2.6279 -1.6556 0.57 1.86 -0.77
O -1.6187 -0.0432 -2.2459 -0.78 -0.39 -0.75
H 0.7051 0.2771 9.4956 -0.58 -0.41 -0.64
H -2.0290 3.9061 -4.3104 0.21 -0.12 0.21
H -0.0288 -4.3912 3.3057 0.14 0.01 0.13
N 1.5046 0.2991 4.7784 0.69 -0.44 2.83
H 2.0710 1.7588 -4.9762 0.28 -0.29 -1.12
H -1.8633 0.1388 -5.7285 0.04 0.09 -0.63
H -1.5003 -4.3230 -3.9151 0.27 -0.91 -0.32
C -2.8078 5.1899 -1.1467 -0.50 -0.49 -2.00
H 4.0455 5.3013 1.1046 -0.28 -0.31 0.16
H 1.3282 2.9687 8.6187 0.00 -0.41 -0.39
C -0.9376 -4.9929 3.3129 -0.52 -0.38 -0.07
C -3.3355 -2.0209 0.6343 -2.34 -1.63 0.04
N 4.5169 -3.0048 0.9236 0.01 -0.07 0.03
H -0.0992 -4.2250 0.7894 0.20 0.19 0.34
H 3.5953 -1.1709 -3.6757 -0.07 -0.01 0.12
H -3.9846 -4.1695 -2.9737 -0.20 -0.39 0.03
C 8.5763 -3.6019 2.1572 0.35 0.90 0.98
H 2.9405 3.3152 7.8893 0.02 0.16 0.39
H 2.3204 0.4647 9.0729 0.48 -0.38 -0.44
O -0.9391 -1.9401 -7.1352 -0.03 0.52 0.85
H -1.9985 5.6014 -1.7498 -0.35 0.05 -0.11
H 2.3088 6.5909 -3.6627 0.50 0.41 0.44
H -1.9244 3.1474 2.0579 0.11 -0.03 -0.90
C -4.4793 -4.7023 4.9738 1.85 0.99 2.87
O 1.6548 2.3768 6.6128 -0.31 -0.73 -1.21
N -1.0956 0.0386 -5.0799 1.30 -0.56 -0.46
H 3.3213 7.2873 -6.2141 -0.30 0.10 0.02
H 0.1478 3.5154 -0.1344 0.27 0.20 0.05
H 1.2069 4.0770 -4.6038 -0.22 0.04 0.54
C 2.8779 -0.3834 -3.4451 -0.24 0.67 -0.99
C -0.3830 -2.3208 -5.8600 -1.61 0.50 0.23
H 4.0493 -3.6930 1.4961 0.13 -0.86 -0.16
H -4.5020 -2.0287 -2.5626 -0.42 -0.26 -0.30
O 1.2017 -0.7283 7.6511 -0.54 1.19 1.34
C 6.7889 -4.2133 0.7234 -0.86 0.35 -0.75
C 4.5142 0.4599 1.8584 0.49 0.55 -0.37
H 0.8909 0.7331 5.4530 -0.87 0.12 0.39
H -6.0914 -7.2367 1.9971 0.21 0.33 0.03
H 1.9347 4.2014 -1.8074 -0.33 -0.03 -0.44
H -1.1954 -2.5216 -9.1431 -0.44 0.10 0.50
H -4.0286 -3.3004 2.2986 0.08 0.00 0.07
C -3.6813 3.3364 -3.0075 0.17 1.17 0.89
H 3.9140 -0.2812 2.3863 -0.03 0.19 0.36
H -5.4091 -2.7816 -1.2205 0.39 -0.68 -0.36
C 1.8632 -1.0738 5.3958 -0.71 -0.45 -1.09
H -3.6644 -5.3568 3.3568 0.55 -0.46 -1.28
H 0.0710 -5.9774 1.2166 0.25 0.00 0.01
H -4.1861 -0.6779 -0.7599 -1.00 0.01 -0.05
H 4.1812 -0.9766 -1.0178 0.36 0.23 -0.20
H -7.4868 -3.9432 0.8315 0.24 0.04 0.00
H 0.7064 -2.2855 -5.8531 0.04 0.44 0.08
H -1.2020 -5.4124 0.1428 0.12 -0.08 -0.10
H 4.1966 5.9634 -5.5082 0.09 -0.59 -0.16
C 0.1623 0.7727 -5.6802 0.89 -0.55 -0.10
H 0.9543 1.2900 -3.8221 -0.16 0.14 0.50
H -0.6128 -1.5567 -3.7242 0.48 0.15 -0.31
H 2.8311 -2.6842 -0.2361 -0.27 0.63 -0.20
H 1.6634 3.2215 4.5914 -0.86 0.04 0.42
C 1.8237 5.2774 -1.9413 0.69 0.82 -0.11
H -0.7341 -6.0434 3.5205 0.56 -0.04 0.74
C -1.4110 -4.5345 -2.8495 -0.95 0.47 -0.66
C -5.7439 -5.4908 4.7943 1.39 0.24 -1.87
C -4.5280 -2.6366 1.5929 0.27 1.01 -2.00
H 3.1180 5.1259 -3.6292 0.29 0.00 -0.34
H 6.6052 -5.0844 1.3523 -0.96 -0.54 -0.50
C -2.4527 5.2163 0.2841 0.15 0.53 0.10
H 2.4743 -1.5458 4.6265 0.98 0.19 0.56
N -3.0350 3.7332 -1.6486 -0.86 -0.27 0.00
O -2.1684 -3.4860 -2.2829 -1.47 1.14 1.80
C -1.0744 -1.4597 -4.7068 1.56 0.01 -1.57
H -2.5758 6.2183 0.6951 0.12 0.47 -0.36
C 3.5426 6.2274 -6.3393 -0.68 0.12 -1.18
H -2.0903 4.7377 2.6967 -0.45 0.49 -0.25
O -5.5092 -3.3581 0.8303 0.99 0.30 0.35
H 2.2169 5.5597 0.1133 -0.52 -0.12 0.05
H 2.8001 -2.0545 1.4204 -0.50 0.43 -0.19
H -1.4222 0.4271 -4.2067 0.19 0.98 1.40
C -0.8018 0.3848 -1.3460 1.20 0.56 0.63
H 4.9904 -2.4556 1.6267 1.17 0.26 0.08
H -0.9131 -3.8228 -7.8977 -0.08 -0.20 -0.49
O -3.3512 4.3952 0.9445 1.66 -1.21 1.89
H 4.3619 3.8563 0.1083 -0.42 0.06 -0.55
C -3.5554 -3.8409 -2.0272 0.59 0.32 -0.19
H -1.5642 -4.6004 5.3057 0.15 0.34 0.06
```
Positions in Å, forces in eV/Å.

Lowest unoccupied orbital energy (alpha / beta), eV: -7.306 / -7.307
2S+1: 2
Net charge: +4
HOMO energy (alpha / beta), eV: -11.19 / -13.15

# 2
Computed, not measured: C18H24GaN6O3PS as an isolated structure, with ωB97M-V/def2-TZVPD.

XYZ file:
```
54
Properties=species:S:1:pos:R:3:forces:R:3
C -1.5015 -0.7770 3.2897 0.24 0.13 -0.19
H 3.4575 -2.0107 -2.7225 -0.01 -0.01 0.00
C -1.1961 0.7676 5.1394 0.02 -0.03 -0.08
C 1.6156 -1.6733 -1.7106 -0.08 -0.04 0.00
H 0.3408 -4.8988 -3.3846 0.01 0.00 0.00
C 1.3588 -0.7742 3.2124 -0.15 0.08 0.01
N -0.0078 1.4786 4.6619 0.00 -0.05 -0.01
H 1.0584 5.1050 -5.6413 -0.05 0.03 0.00
H -2.4433 -0.3023 3.0156 -0.05 0.01 0.03
C -0.0924 -3.2818 -2.0916 0.06 0.08 0.04
C -0.0410 1.6991 3.2290 0.01 -0.16 -0.02
C -2.8528 2.9495 -0.5956 -0.10 0.04 0.00
H 0.8505 2.2376 2.9043 0.02 0.05 0.02
C -0.3119 2.4439 -1.4440 -0.20 0.01 0.07
H 2.2791 -0.2940 2.8780 0.05 0.01 0.01
C 0.7203 -3.9981 -2.9254 0.00 -0.03 -0.03
S 2.1546 -0.2003 -0.9341 0.02 0.07 0.04
N -1.2357 -0.6308 4.6999 -0.01 -0.01 0.08
O 1.1033 4.3112 -2.7974 0.02 0.00 -0.01
C -0.0089 -1.3107 5.1313 -0.02 0.04 -0.07
C -0.0169 6.2328 -4.4823 0.02 -0.04 -0.04
H 2.6779 -4.0951 -3.8151 -0.01 0.01 0.01
H -1.1090 -3.5434 -1.8424 -0.01 0.02 0.02
H -1.1893 0.7806 6.2277 0.02 0.00 0.03
N 1.2037 -0.6469 4.6480 -0.05 0.03 0.00
H -3.8593 3.1231 -0.2424 0.01 0.01 -0.01
N 0.3672 -2.1530 -1.5080 0.03 -0.04 -0.06
N -0.7495 5.3947 -3.5338 -0.06 0.03 0.06
O 0.2189 5.5769 -5.6921 0.07 -0.03 0.05
C -0.9408 3.5888 -1.8993 0.01 0.00 0.00
C 1.1940 0.7516 5.0880 -0.03 -0.03 -0.05
H 2.0808 1.2603 4.7099 0.01 0.01 -0.01
C 2.0167 -3.5444 -3.1597 0.04 -0.02 -0.03
H 0.7010 2.2369 -1.7665 0.02 -0.04 0.03
H -1.5396 -1.8266 3.0002 -0.04 -0.05 0.03
H 1.2284 0.7649 6.1759 0.00 0.00 0.02
H -0.0248 -2.3445 4.7863 0.00 -0.02 0.00
C -2.1728 1.8307 -0.1865 0.07 -0.09 -0.01
H -2.6236 1.1012 0.4743 0.01 -0.01 0.02
O -0.5053 -1.5173 -0.6889 -0.05 -0.03 0.00
H 0.0111 -1.3112 6.2195 0.01 0.01 0.03
C 2.4583 -2.3874 -2.5555 0.03 -0.02 -0.03
Ga 0.1692 0.0779 0.0251 -0.14 -0.38 0.27
H -2.7528 4.7436 -1.7590 0.01 -0.01 0.00
H 0.9027 6.5431 -3.9926 0.03 0.03 0.02
H -2.0936 1.2824 4.7952 -0.01 0.01 0.00
H -1.7467 5.3256 -3.6570 0.01 -0.01 0.01
H -0.9167 2.2872 2.9509 -0.03 0.02 0.01
N -0.9142 1.5839 -0.6038 0.20 0.40 -0.36
P -0.0876 0.0460 2.3713 0.17 0.01 0.25
H 1.3954 -1.8241 2.9207 0.01 -0.04 0.00
C -2.2282 3.8449 -1.4585 -0.06 0.07 -0.02
H -0.6352 7.1011 -4.6883 -0.03 0.02 -0.02
C -0.1019 4.4747 -2.7988 0.00 -0.03 -0.07
```
Positions in Å, forces in eV/Å.

Relative energy (zero: lowest compared OMol25 entry of this formula, charge and spin), kcal per mole: 0.6
Lowest unoccupied orbital energy, eV: -6.310
Net charge: +2
HOMO energy, eV: -14.27